1.
C5H8N2 in the gas phase in a non-equilibrium geometry, computed with ωB97M-V/def2-TZVPD.

Atoms and positions in Å:
C  0.461  -2.059  -0.475
C  0.054  -0.625  -0.472
C  -0.622  -0.119  0.693
C  -1.760  0.072  1.355
N  -2.568  0.957  0.863
N  0.654  0.277  0.533
C  1.006  1.644  0.152
H  0.478  -2.408  0.560
H  -0.282  -2.646  -1.025
H  1.443  -2.181  -0.929
H  -0.176  -0.145  -1.434
H  -2.028  1.267  0.029
H  0.363  2.039  -0.650
H  2.033  1.615  -0.210
H  0.943  2.314  1.009

Summary:
Maximum force (hartree/bohr): 0.0318
ΔE to the lowest compared entry with this formula, charge and spin (kJ/mol): 532.1
SMILES: C[C@H]1C(=C=N)N1C
Lowest unoccupied orbital energy (alpha / beta) (eV): 0.06 / 0.05
Electronic energy (eV): -8289.48125
Total charge: 0

2.
A molecular structure, C5H13NO in a non-equilibrium geometry, computed with ωB97M-V/def2-TZVPD.

Atoms and positions in Å:
C  1.810  0.257  -0.883
C  0.397  -1.519  0.396
C  0.817  0.962  1.218
C  -0.609  0.519  -0.841
C  0.627  -0.009  0.008
N  -2.750  -0.354  0.236
O  -2.077  0.866  0.127
H  1.739  -0.322  -1.872
H  2.709  -0.208  -0.509
H  1.852  1.331  -1.007
H  -0.803  -1.586  0.666
H  0.557  -2.201  -0.452
H  1.077  -1.884  1.139
H  -0.146  1.450  1.419
H  1.470  1.777  0.966
H  1.218  0.420  2.139
H  -1.083  -0.188  -1.671
H  -0.228  1.465  -1.285
H  -3.024  -0.776  -0.683
H  -3.552  0.000  0.888

Summary:
Maximum force (hartree/bohr): 0.1025
ΔE to the lowest compared entry with this formula, charge and spin (kJ/mol): 466.4
Lowest unoccupied orbital energy (eV): 0.88
Electronic energy (eV): -8929.17697
Total charge: 0

3.
C4H7NO in the gas phase, computed with ωB97M-V/def2-TZVPD.

Atoms and positions in Å:
C  2.210  0.275  -0.228
C  0.739  0.319  0.035
O  0.444  0.847  1.245
N  -0.095  -0.100  -0.826
C  -2.151  -0.948  0.140
C  -1.472  -0.052  -0.578
H  2.624  1.288  -0.252
H  2.712  -0.272  0.574
H  2.381  -0.217  -1.187
H  -1.644  -1.799  0.590
H  -3.231  -0.882  0.226
H  -0.519  0.798  1.370
H  -1.998  0.743  -1.109

Summary:
Maximum force (hartree/bohr): 0.0074
ΔE to the lowest compared entry with this formula, charge and spin (kJ/mol): 120.0
SMILES: C=C/N=C(/C)O
Lowest unoccupied orbital energy (eV): 0.92
Electronic energy (eV): -7798.40035
Total charge: 0

4.
2 unconnected molecules or ions with the total composition C4H2O3 in a non-equilibrium geometry, computed with ωB97M-V/def2-TZVPD.

Atoms and positions in Å:
C  1.659  0.052  0.109
C  -2.049  -0.401  0.625
C  -1.210  0.610  0.780
C  1.149  -0.291  -1.021
O  -1.167  1.763  0.617
O  1.860  0.473  1.173
O  -2.261  -1.525  0.844
H  1.241  -1.251  -1.558
H  0.776  0.571  -1.570

Summary:
Maximum force (hartree/bohr): 0.0723
ΔE to the lowest compared entry with this formula, charge and spin (kJ/mol): 397.0
SMILES: O=C=C=O.C=C=O
Lowest unoccupied orbital energy (alpha / beta) (eV): -1.38 / -1.39
Electronic energy (eV): -10318.26865
Total charge: 0

5.
A molecular structure, C27H45Cl2MnOPS in a non-equilibrium geometry, computed with ωB97M-V/def2-TZVPD.

Atoms and positions in Å:
P  0.334  -3.351  0.392
C  1.937  -3.248  1.188
C  2.140  -4.570  1.940
C  3.457  -4.505  2.721
C  4.637  -4.104  1.838
C  4.397  -2.809  1.065
C  3.100  -2.856  0.261
C  0.186  -3.776  -1.344
C  0.436  -5.282  -1.359
C  0.091  -5.801  -2.758
C  0.836  -5.045  -3.859
C  0.704  -3.521  -3.760
C  1.040  -3.002  -2.363
C  -1.103  -3.716  1.440
C  -1.068  -2.872  2.726
C  -2.238  -3.241  3.637
C  -3.594  -3.116  2.947
C  -3.630  -3.809  1.587
C  -2.430  -3.446  0.706
H  1.815  -2.431  1.929
H  2.157  -5.406  1.225
H  1.299  -4.767  2.624
H  3.644  -5.472  3.195
H  3.339  -3.757  3.514
H  5.540  -4.006  2.444
H  4.826  -4.907  1.119
H  4.325  -1.969  1.763
H  5.225  -2.605  0.382
H  2.895  -1.885  -0.212
H  3.191  -3.597  -0.545
H  -0.872  -3.572  -1.597
H  -0.988  -5.673  -2.908
H  -0.172  -5.796  -0.598
H  1.490  -5.490  -1.119
H  0.310  -6.870  -2.814
H  0.484  -5.375  -4.839
H  1.898  -5.301  -3.804
H  1.355  -3.027  -4.489
H  -0.326  -3.220  -3.984
H  0.839  -1.927  -2.269
H  2.106  -3.145  -2.154
H  -0.952  -4.796  1.650
H  -0.120  -3.007  3.258
H  -1.115  -1.806  2.457
H  -2.099  -4.275  3.962
H  -2.200  -2.624  4.538
H  -3.808  -2.057  2.793
H  -4.375  -3.521  3.596
H  -4.554  -3.570  1.051
H  -3.627  -4.893  1.734
H  -2.477  -3.994  -0.243
H  -2.471  -2.378  0.440
Mn  -0.427  1.502  -0.540
Cl  -1.773  -0.258  -1.321
Cl  -0.048  0.682  1.665
C  1.258  0.724  -0.921
H  1.810  0.271  -0.091
C  1.893  0.792  -2.178
C  1.065  0.704  -3.346
C  1.576  1.037  -4.585
C  2.928  1.400  -4.722
C  3.791  1.336  -3.613
C  3.302  0.991  -2.360
H  0.022  0.401  -3.215
H  0.923  1.026  -5.454
H  4.848  1.562  -3.736
H  3.955  0.910  -1.488
H  3.311  1.718  -5.687
C  -1.046  5.660  -1.297
S  -0.175  4.527  -0.180
C  -1.420  3.887  0.984
O  0.042  3.309  -1.141
H  -1.019  6.652  -0.839
H  -2.085  5.345  -1.451
H  -0.490  5.695  -2.242
H  -2.358  3.611  0.487
H  -1.013  2.999  1.499
H  -1.596  4.674  1.713

Summary:
Maximum force (hartree/bohr): 0.0880
Spin multiplicity: 4
Lowest unoccupied orbital energy (alpha / beta) (eV): 0.41 / -1.37
Electronic energy (eV): -107262.31189
Total charge: 0

6.
A molecular structure, C7H14NS in a non-equilibrium geometry, computed with ωB97M-V/def2-TZVPD.

Atoms and positions in Å:
C  0.417  0.769  1.759
C  -0.726  0.477  1.111
C  1.484  0.763  0.705
C  -0.685  0.398  -0.324
C  -0.869  -2.268  0.640
C  0.710  2.023  -1.395
C  -1.050  -1.533  -0.705
N  0.707  0.683  -0.638
S  -2.766  -1.395  -1.119
H  0.634  0.865  2.813
H  -1.619  0.123  1.576
H  1.994  1.730  0.652
H  2.290  0.024  0.790
H  -1.514  0.852  -0.802
H  0.224  -2.341  0.847
H  -1.286  -3.308  0.549
H  -1.444  -1.737  1.463
H  1.772  2.353  -1.582
H  0.228  1.794  -2.304
H  0.114  2.771  -0.805
H  -0.412  -1.936  -1.437
H  1.176  -0.010  -1.281
H  -3.155  -2.155  0.034

Summary:
Maximum force (hartree/bohr): 0.1087
ΔE to the lowest compared entry with this formula, charge and spin (kJ/mol): 186.3
Lowest unoccupied orbital energy (eV): -3.13
Electronic energy (eV): -19802.03441
Total charge: +1

Question: What is the formula in the sixth record?
Answer: C7H14NS

Question: Among the records above, which one has the highest maximum force?
Answer: C7H14NS

What did the second record say?
A molecular structure, C5H13NO in a non-equilibrium geometry, computed with ωB97M-V/def2-TZVPD.

Atoms and positions in Å:
C  1.810  0.257  -0.883
C  0.397  -1.519  0.396
C  0.817  0.962  1.218
C  -0.609  0.519  -0.841
C  0.627  -0.009  0.008
N  -2.750  -0.354  0.236
O  -2.077  0.866  0.127
H  1.739  -0.322  -1.872
H  2.709  -0.208  -0.509
H  1.852  1.331  -1.007
H  -0.803  -1.586  0.666
H  0.557  -2.201  -0.452
H  1.077  -1.884  1.139
H  -0.146  1.450  1.419
H  1.470  1.777  0.966
H  1.218  0.420  2.139
H  -1.083  -0.188  -1.671
H  -0.228  1.465  -1.285
H  -3.024  -0.776  -0.683
H  -3.552  0.000  0.888

Summary:
Maximum force (hartree/bohr): 0.1025
ΔE to the lowest compared entry with this formula, charge and spin (kJ/mol): 466.4
Lowest unoccupied orbital energy (eV): 0.88
Electronic energy (eV): -8929.17697
Total charge: 0